Molecular formula: C75H156F15N9O13S5
Method: DFT, ωB97M-V/def2-TZVPD

Positions of all 273 atoms, in Å:
C 20.424 18.468 10.411
C 21.888 18.710 10.817
C 22.511 17.548 11.627
C 21.993 17.432 13.050
N 22.232 16.000 13.574
C 21.480 15.028 12.821
C 21.130 13.809 13.793
C 21.382 14.439 15.195
C 21.496 15.912 14.915
C 23.681 15.753 13.745
H 19.800 18.522 11.304
H 20.376 17.519 9.969
H 19.978 19.219 9.751
H 21.909 19.592 11.476
H 22.539 18.946 9.965
H 23.584 17.606 11.533
H 22.274 16.641 11.067
H 20.932 17.536 13.124
H 22.395 18.186 13.746
H 22.114 14.740 11.971
H 20.515 15.480 12.465
H 21.766 12.988 13.601
H 20.071 13.536 13.698
H 22.330 14.072 15.636
H 20.572 14.188 15.906
H 22.020 16.497 15.604
H 20.557 16.418 14.743
H 24.223 15.994 12.835
H 23.880 14.675 13.968
H 24.093 16.367 14.561
C 16.312 21.344 18.835
C 16.423 19.827 18.791
C 17.859 19.344 19.029
C 18.015 17.897 18.598
N 19.369 17.348 18.993
C 19.501 15.922 18.370
C 19.706 14.957 19.553
C 20.262 15.913 20.646
C 19.498 17.166 20.483
C 20.538 18.098 18.383
H 15.319 21.575 19.189
H 16.477 21.744 17.832
H 17.083 21.704 19.543
H 16.108 19.465 17.806
H 15.719 19.394 19.511
H 18.014 19.493 20.134
H 18.562 19.970 18.437
H 17.797 17.874 17.544
H 17.337 17.211 19.073
H 20.301 15.937 17.663
H 18.603 15.608 17.817
H 20.420 14.167 19.365
H 18.711 14.533 19.875
H 21.341 16.058 20.568
H 19.983 15.549 21.648
H 19.989 18.016 20.953
H 18.486 17.090 20.908
H 20.538 19.094 18.836
H 20.285 18.271 17.340
H 21.472 17.586 18.451
C 11.687 24.504 20.505
C 11.060 23.165 19.844
C 11.531 22.647 18.469
C 10.591 21.559 17.945
N 10.933 21.012 16.557
C 10.154 19.726 16.387
C 10.841 19.059 15.167
C 12.378 19.419 15.330
C 12.397 20.534 16.397
C 10.570 22.020 15.474
H 12.697 24.444 20.889
H 11.068 24.874 21.266
H 11.749 25.246 19.736
H 10.006 23.391 19.793
H 11.115 22.270 20.532
H 12.564 22.313 18.615
H 11.626 23.501 17.746
H 9.528 21.837 17.912
H 10.604 20.731 18.617
H 9.104 19.899 16.215
H 10.306 19.230 17.332
H 10.571 19.354 14.193
H 10.649 17.969 15.279
H 12.872 19.862 14.449
H 12.950 18.557 15.668
H 12.913 21.469 16.105
H 12.724 20.133 17.367
H 9.638 22.502 15.688
H 10.545 21.437 14.560
H 11.367 22.746 15.427
C 11.200 22.423 24.574
C 12.384 21.538 24.869
C 13.671 22.337 25.197
C 14.875 21.396 25.480
N 16.245 21.984 25.829
C 17.184 20.840 26.298
C 18.310 21.514 26.972
C 17.690 22.940 27.428
C 16.259 22.935 26.987
C 16.843 22.624 24.596
H 10.405 21.785 24.261
H 11.380 23.122 23.752
H 10.883 23.044 25.432
H 12.572 20.994 23.964
H 12.156 20.793 25.658
H 13.466 23.009 26.013
H 13.846 22.992 24.334
H 15.094 20.679 24.674
H 14.522 20.764 26.303
H 17.508 20.228 25.458
H 16.572 20.321 26.990
H 19.183 21.610 26.336
H 18.575 20.976 27.905
H 18.231 23.799 27.097
H 17.814 22.950 28.525
H 15.907 23.931 26.685
H 15.649 22.481 27.778
H 16.766 21.904 23.763
H 17.842 23.015 24.764
H 16.161 23.452 24.350
C 22.943 9.715 19.867
C 23.597 10.777 20.773
C 24.372 11.905 19.954
C 25.729 11.532 19.271
N 26.967 11.702 20.175
C 28.068 10.915 19.459
C 27.916 9.500 20.007
C 26.870 9.543 21.125
C 26.881 10.988 21.411
C 27.400 13.091 20.498
H 22.203 10.211 19.217
H 22.409 8.890 20.347
H 23.649 9.232 19.193
H 23.998 10.376 21.699
H 22.761 11.396 21.106
H 24.563 12.734 20.620
H 23.694 12.282 19.190
H 25.870 12.181 18.403
H 25.790 10.425 19.035
H 29.013 11.359 19.736
H 27.913 10.878 18.413
H 28.879 9.123 20.401
H 27.592 8.857 19.139
H 27.204 8.958 22.008
H 25.901 9.162 20.844
H 27.761 11.258 22.087
H 26.071 11.399 21.936
H 26.651 13.593 21.084
H 27.508 13.693 19.537
H 28.313 13.129 21.045
C 16.887 14.846 22.556
C 15.807 14.397 23.584
C 15.006 13.242 23.050
C 14.284 13.746 21.859
N 13.491 12.719 21.022
C 12.450 13.482 20.225
C 11.362 13.868 21.255
C 11.427 12.727 22.282
C 12.568 11.785 21.849
C 14.336 11.860 20.152
H 17.675 14.132 22.390
H 17.319 15.813 22.917
H 16.416 15.095 21.584
H 15.230 15.314 23.746
H 16.348 14.033 24.495
H 14.370 12.722 23.744
H 15.745 12.531 22.747
H 14.925 14.302 21.226
H 13.485 14.410 22.176
H 12.243 12.841 19.368
H 12.913 14.409 19.837
H 10.375 13.888 20.781
H 11.525 14.852 21.634
H 10.531 12.081 22.223
H 11.454 13.053 23.313
H 12.180 11.048 21.167
H 13.177 11.279 22.579
H 15.011 11.256 20.730
H 14.888 12.478 19.491
H 13.614 11.257 19.590
C 20.736 14.555 24.654
C 20.787 15.518 25.868
C 22.274 15.758 26.303
N 22.431 17.004 27.136
C 21.702 16.812 28.388
C 21.975 18.183 26.271
C 22.873 19.352 26.831
C 24.257 18.640 26.926
C 23.926 17.224 27.401
H 21.084 15.036 23.752
H 19.738 14.332 24.418
H 21.240 13.602 24.878
H 20.291 15.114 26.742
H 20.312 16.470 25.601
H 22.956 15.817 25.528
H 22.629 14.847 26.859
H 22.050 15.958 28.931
H 20.634 16.758 28.338
H 21.977 17.681 28.949
H 20.923 18.364 26.258
H 22.320 17.981 25.232
H 22.536 19.553 27.844
H 22.873 20.311 26.305
H 24.969 19.101 27.578
H 24.692 18.609 25.896
H 24.025 17.297 28.483
H 24.479 16.415 26.887
C 21.112 24.509 23.602
C 20.820 24.882 22.133
C 21.144 23.609 21.359
N 20.581 23.519 19.924
C 19.135 23.176 20.068
C 21.191 22.399 19.131
C 20.905 22.752 17.711
C 20.487 24.255 17.723
C 20.785 24.732 19.125
H 20.944 25.364 24.277
H 22.158 24.092 23.721
H 20.417 23.702 23.917
H 21.419 25.732 21.777
H 19.781 25.144 22.020
H 20.733 22.751 21.851
H 22.204 23.369 21.328
H 18.739 23.187 19.088
H 18.769 23.981 20.639
H 18.986 22.192 20.523
H 20.815 21.440 19.588
H 22.220 22.529 19.381
H 20.172 22.153 17.167
H 21.781 22.708 17.029
H 19.422 24.350 17.458
H 21.048 24.858 17.024
H 20.123 25.521 19.541
H 21.855 25.055 19.242
C 21.900 20.005 22.606
F 22.061 18.942 21.797
F 22.759 19.936 23.687
F 22.232 21.141 22.026
S 20.132 20.091 23.124
O 19.471 20.277 21.869
O 19.873 18.789 23.758
O 19.962 21.209 24.059
C 13.159 17.508 20.562
F 12.521 16.666 21.381
F 14.410 17.545 20.980
F 13.053 16.969 19.338
S 12.364 19.232 20.587
O 13.225 20.005 19.675
O 11.036 18.978 20.070
O 12.433 19.585 21.980
C 24.230 16.675 19.283
F 23.514 17.817 19.176
F 25.582 16.927 19.329
F 23.822 16.106 20.359
S 23.795 15.524 17.781
O 23.739 16.551 16.707
O 24.801 14.476 17.738
O 22.500 15.030 18.162
C 16.963 19.209 14.192
F 16.820 19.932 15.321
F 15.796 18.931 13.680
F 17.703 19.930 13.408
S 17.875 17.641 14.572
O 18.128 17.151 13.254
O 18.968 17.964 15.482
N 16.804 16.859 15.355
S 15.640 15.968 14.788
O 14.554 16.772 14.351
O 16.044 14.786 14.150
C 15.045 15.425 16.377
F 15.826 14.534 16.969
F 14.988 16.498 17.273
F 13.816 14.998 16.224

Total charge: +4
Total energy, a.u.: -7909.90720
Orbital gap, eV: 9.01
Relative energy (zero: lowest compared OMol25 entry of this formula, charge and spin), kcal/mol: 0.0
LUMO, Ha: -0.2244

Atomic partial charges in e from the Löwdin method, atoms 1 to 5:
1 C -0.0798
2 C -0.2277
3 C -0.1851
4 C -0.0794
5 N -0.2641